(1)
Here is a cluster of 2 separate species, C3H10N4O2 in total in a non-equilibrium geometry from the OMol25 dataset. Energies are from ωB97M-V with the def2-TZVPD basis set.

Computed properties:
energy above the lowest of the compared OMol25 structures with the same formula, charge and spin: 5.218 eV
total energy: -489.6652 hartree
molar mass: 134.14 g/mol

```
! wB97M-V def2-TZVPD RIJCOSX def2/J DEFGRID3
* xyz 0 1
O -2.198 1.441 -0.025
O -0.673 1.383 -1.548
N 0.346 -1.045 -1.904
N 1.368 1.400 1.006
N -1.631 -0.867 1.079
N -0.771 -0.405 0.027
C 0.277 -1.162 -0.517
C -1.198 0.802 -0.578
C 2.040 0.358 0.564
H -1.969 -1.797 1.013
H 1.283 -1.423 -2.229
H 0.389 -2.164 -0.144
H 2.358 -0.480 1.224
H 0.556 1.138 1.623
H 0.237 0.007 -2.127
H -2.722 1.029 0.719
H 0.804 1.955 0.182
H -1.172 -0.633 1.979
H 2.676 0.462 -0.345
*
```

***

(2)
Here is a structure of composition C22H45N2OOsP3 in a non-equilibrium geometry from the OMol25 dataset. Energies are from ωB97M-V with the def2-TZVPD basis set.

Computed properties:
expectation value of S²: 6.05
total energy: -2163.1438 hartree
molar mass: 636.77 g/mol

```
! wB97M-V def2-TZVPD RIJCOSX def2/J DEFGRID3
* xyz 4 5
Os 0.044 -0.464 0.576
P 1.384 -1.732 -0.895
P 1.280 -1.138 2.370
P -1.532 -2.196 0.812
O -1.475 0.330 -0.930
N 0.799 2.181 2.035
N -0.232 1.428 1.579
C 1.340 4.166 3.384
C 0.544 1.412 -4.106
C 2.832 -0.219 2.748
C -2.165 -2.759 -0.814
C 1.877 -2.864 2.603
C 0.999 -1.575 -2.676
C -1.892 3.384 -5.198
C -2.728 1.797 1.457
C 0.390 3.248 2.729
C -0.992 3.216 2.689
C -1.213 -3.743 1.760
C -0.102 2.046 -1.868
C -0.797 4.145 -5.115
C 0.235 -0.865 3.855
C 3.172 -1.272 -0.883
C 1.482 -3.578 -0.848
C -1.130 1.062 -1.954
C -3.028 -1.548 1.633
C -1.368 2.120 1.904
C -0.684 0.753 -4.284
C 0.804 2.100 -2.918
C -1.602 0.714 -3.254
H 0.379 -1.698 4.556
H -2.592 0.263 -3.363
H 1.772 1.999 1.814
H -2.799 -1.218 2.655
H -1.483 -3.481 -1.279
H 0.548 -4.035 -0.501
H -2.101 -4.394 1.718
H 2.318 -3.905 -0.219
H 1.244 1.495 -4.951
H 1.911 -3.411 1.655
H 1.242 4.118 4.479
H -0.058 -1.799 -2.871
H 1.057 0.300 -0.485
H 0.104 3.906 -5.686
H -3.770 -2.358 1.673
H -1.962 2.574 -5.930
H 1.144 5.203 3.076
H 1.668 -3.935 -1.872
H 2.614 0.576 3.470
H 2.381 3.930 3.128
H -3.445 -0.703 1.070
H -0.359 -4.299 1.354
H -1.013 -3.519 2.818
H 3.571 -0.899 3.190
H 2.892 -2.836 3.023
H -2.284 -1.894 -1.480
H -3.313 2.720 1.334
H 1.631 -2.270 -3.245
H -3.146 -3.233 -0.669
H -2.759 3.552 -4.549
H 0.535 0.070 4.339
H 3.282 -0.181 -0.831
H -0.961 0.303 -5.235
H 0.040 2.601 -0.946
H 1.207 -0.554 -3.010
H 3.668 -1.726 -0.016
H 3.261 0.211 1.834
H -3.252 1.175 2.197
H -0.785 5.061 -4.521
H 1.222 -3.398 3.306
H -0.828 -0.799 3.588
H -2.707 1.302 0.480
H -1.662 3.940 3.123
H 3.651 -1.627 -1.807
H 1.697 2.722 -2.801
*
```

***

(3)
Here is a structure of composition C46H60N4O3S2Sb3Tl in a non-equilibrium geometry from the OMol25 dataset. Energies are from ωB97M-V with the def2-TZVPD basis set.

Computed properties:
energy above the lowest of the compared OMol25 structures with the same formula, charge and spin: 1.160 eV
total energy: -3922.6812 hartree
molar mass: 1350.81 g/mol

```
! wB97M-V def2-TZVPD RIJCOSX def2/J DEFGRID3
* xyz -2 1
Tl 10.987 14.553 12.949
Sb 9.762 17.784 9.487
Sb 14.674 14.590 15.406
Sb 9.155 17.859 14.793
S 7.833 12.488 16.263
S 12.966 7.348 11.620
O 13.507 7.888 10.368
O 12.396 5.977 11.630
O 13.722 7.664 12.835
N 8.240 11.065 11.302
N 16.433 14.538 8.279
N 8.741 10.063 17.460
N 15.168 12.904 9.706
C 9.176 16.886 19.714
C 11.074 18.579 11.085
C 13.891 12.469 15.832
C 11.680 9.759 11.393
C 10.232 7.806 11.488
C 9.207 18.230 19.331
C 10.173 15.811 5.594
C 5.859 21.116 13.758
C 9.330 10.182 11.376
C 7.802 21.219 7.564
C 9.192 8.760 11.454
C 10.022 21.230 6.706
C 8.113 20.141 8.381
C 10.520 19.329 13.593
C 6.909 21.535 14.596
C 8.517 11.155 16.992
C 9.525 16.347 7.867
C 8.737 21.779 6.720
C 14.874 11.919 16.875
C 16.256 16.371 17.265
C 17.824 14.232 8.694
C 17.311 13.775 13.857
C 9.718 16.327 17.437
C 14.780 16.256 16.984
C 10.487 16.131 6.905
C 10.461 19.568 12.123
C 7.729 20.634 15.252
C 6.359 18.795 14.413
C 9.661 17.658 17.028
C 13.930 11.725 14.504
C 16.129 15.409 7.187
C 8.174 16.078 7.626
C 7.806 16.078 6.203
C 10.352 20.133 7.491
C 9.372 19.616 8.289
C 15.976 14.445 13.489
C 5.574 19.779 13.752
C 8.799 16.030 5.245
C 7.490 19.254 15.068
C 11.537 8.320 11.507
C 9.422 18.610 18.019
C 14.026 15.689 18.167
C 15.643 13.737 8.964
C 9.427 15.931 18.757
C 16.170 15.861 12.898
C 10.638 10.663 11.451
H 12.956 15.835 18.074
H 17.012 15.978 6.871
H 16.414 16.581 13.732
H 9.010 16.581 20.748
H 6.021 17.750 14.491
H 8.144 8.413 11.769
H 7.464 10.831 11.891
H 14.285 17.136 16.525
H 6.808 15.837 5.870
H 10.056 15.544 16.761
H 15.823 14.813 6.283
H 9.394 19.648 17.744
H 17.741 14.309 14.726
H 18.381 13.720 7.898
H 9.787 15.983 10.106
H 8.469 22.664 6.085
H 13.599 10.653 14.674
H 12.684 10.181 11.231
H 17.017 15.886 12.186
H 10.903 20.541 11.981
H 10.769 21.654 6.063
H 9.546 14.897 18.972
H 10.319 20.260 14.161
H 15.379 13.792 12.814
H 7.344 19.729 9.046
H 17.747 13.605 9.587
H 5.237 21.865 13.218
H 14.355 11.474 17.750
H 10.910 15.306 4.959
H 8.990 18.956 20.127
H 8.490 21.028 15.904
H 18.360 15.155 8.933
H 11.479 16.167 7.263
H 9.423 19.755 11.862
H 10.059 6.757 11.594
H 16.636 15.445 17.703
H 4.765 19.419 13.151
H 8.431 15.941 4.222
H 14.188 14.622 18.413
H 16.810 16.506 16.334
H 15.311 16.117 7.409
H 14.913 11.694 14.045
H 11.548 17.732 11.677
H 15.550 12.668 17.313
H 11.855 19.124 10.471
H 17.181 12.745 14.204
H 13.208 12.120 13.793
H 16.595 17.201 17.935
H 15.460 11.167 16.390
H 14.336 16.191 19.135
H 15.212 16.137 12.403
H 7.147 22.558 14.739
H 12.851 12.583 16.211
H 10.836 11.763 11.444
H 6.789 21.657 7.602
H 11.336 19.633 7.438
H 8.510 11.982 11.730
H 7.385 16.030 8.350
H 11.509 19.010 13.924
H 18.066 13.750 13.064
*
```

***

(4)
Here is a cluster of 2 separate species, C3H2O4 in total in a non-equilibrium geometry from the OMol25 dataset. Energies are from ωB97M-V with the def2-TZVPD basis set.

Computed properties:
expectation value of S²: 2.01
energy above the lowest of the compared OMol25 structures with the same formula, charge and spin: 0.163 eV
total energy: -416.3533 hartree
molar mass: 102.05 g/mol

```
! wB97M-V def2-TZVPD RIJCOSX def2/J DEFGRID3
* xyz 0 3
O 4.273 0.125 -0.685
O -1.441 -1.323 -0.426
O 2.172 -1.395 -0.109
O 2.690 0.994 0.732
C 1.009 -1.182 -0.243
C -0.263 -0.843 -0.019
C 3.475 0.546 0.020
H -0.197 0.121 0.459
H -2.180 -0.801 -0.186
*
```

***

(5)
Here is a structure of composition C16H40B2MnO8S4 in a non-equilibrium geometry from the OMol25 dataset. Energies are from ωB97M-V with the def2-TZVPD basis set.

Computed properties:
expectation value of S²: 8.75
energy above the lowest of the compared OMol25 structures with the same formula, charge and spin: 1.664 eV
total energy: -4028.8646 hartree
molar mass: 565.32 g/mol

```
! wB97M-V def2-TZVPD RIJCOSX def2/J DEFGRID3
* xyz 0 6
Mn 22.582 12.762 27.863
S 18.936 12.641 27.769
S 22.386 16.321 27.680
S 26.130 13.491 28.099
S 22.068 13.195 31.494
O 26.784 14.773 28.228
O 22.610 14.941 28.027
O 18.006 12.205 28.790
O 22.239 13.067 30.058
O 24.705 13.431 27.888
O 22.886 14.094 32.290
O 20.366 12.736 28.048
O 21.045 16.890 27.623
C 27.014 12.614 26.773
C 26.583 12.347 29.407
C 24.336 18.103 27.830
C 27.305 11.248 27.305
C 20.922 11.222 33.006
C 22.210 11.542 32.291
C 18.613 14.052 25.542
C 20.295 13.365 32.029
C 20.258 12.553 33.333
C 23.398 17.346 28.784
C 18.203 12.594 25.185
C 27.652 11.396 28.785
C 18.352 14.209 27.024
C 23.248 16.792 26.145
C 18.796 11.695 26.247
C 24.610 17.275 26.581
B 22.303 13.128 25.693
B 23.224 10.699 28.393
H 21.559 13.897 26.138
H 23.110 11.506 32.902
H 18.555 12.400 24.176
H 23.137 16.013 25.390
H 20.258 10.583 32.424
H 19.678 14.067 25.289
H 26.501 12.742 25.817
H 22.175 12.090 26.141
H 18.134 14.757 24.866
H 24.005 16.688 29.408
H 20.720 13.127 34.138
H 25.064 16.338 26.926
H 23.653 11.351 29.254
H 23.948 19.094 27.567
H 19.733 11.224 25.957
H 19.215 12.512 33.656
H 17.275 14.111 27.190
H 28.645 11.812 28.954
H 27.621 10.449 29.322
H 23.380 9.561 28.521
H 26.457 10.575 27.157
H 22.609 17.596 25.764
H 18.115 10.876 26.490
H 20.197 14.432 32.225
H 22.102 10.873 28.274
H 23.344 13.456 26.026
H 25.254 18.409 28.338
H 22.139 13.138 24.547
H 23.780 11.088 27.475
H 21.175 10.627 33.887
H 27.909 13.195 26.530
H 22.401 10.825 31.487
H 22.715 17.853 29.460
H 19.612 13.000 31.265
H 25.606 11.933 29.669
H 25.227 17.790 25.854
H 17.112 12.561 25.251
H 26.931 12.944 30.248
H 28.146 10.714 26.856
H 18.725 15.083 27.550
*
```

***

(6)
Here is the molecule C4H8O2 in a non-equilibrium geometry from the OMol25 dataset. Energies are from ωB97M-V with the def2-TZVPD basis set.

Computed properties:
energy above the lowest of the compared OMol25 structures with the same formula, charge and spin: 3.270 eV
total energy: -307.5923 hartree
structure (SMILES): C=CCC(O)O
molar mass: 88.11 g/mol

```
! wB97M-V def2-TZVPD RIJCOSX def2/J DEFGRID3
* xyz 0 1
O 0.744 -1.228 0.348
O -1.643 -1.426 0.224
C -0.627 -0.618 0.678
C -0.739 0.880 0.184
C 1.383 0.410 -0.817
C 0.688 1.260 -0.050
H 0.822 -1.873 -0.381
H -1.395 0.932 -0.706
H 0.924 -0.109 -1.661
H -0.578 -0.670 1.765
H -1.994 -1.062 -0.599
H -1.220 1.535 0.931
H 2.452 0.277 -0.733
H 1.183 1.694 0.816
*
```